Computed, not measured: 2 unconnected molecules or ions with the total composition C34H25N7O7, with ωB97M-V/def2-TZVPD.

Frontier orbital gap = 0.1677 Ha
Energy above the lowest of the compared OMol25 structures with the same formula, charge and spin = 13.40 kcal/mol
LUMO energy = -1.94 eV
SMILES = CO/C(=C1/N(c2ccccc2)N=C(c2ccccc2)N1c1ccccc1)c1ccccc1.O=[N+]([O-])c1cc([N+](=O)[O-])c2no[n+]([O-])c2c1

Geometry as XYZ:
```
73
Properties=species:S:1:pos:R:3:forces:R:3
C -0.0164 2.9687 0.8730 0.1 -0.9 -0.1
O -0.0665 1.5255 1.0619 0.7 1.8 1.6
C -0.3444 0.6469 0.0795 0.3 -0.2 -2.6
C -1.2839 1.0185 -1.0077 0.5 -0.4 0.3
C -1.1532 0.4102 -2.2749 -0.5 0.0 0.2
C -2.1760 0.5276 -3.2156 0.1 0.2 0.1
C -3.2775 1.3496 -2.9566 -0.1 -0.1 0.1
C -3.3572 2.0482 -1.7442 0.3 0.1 -0.3
C -2.3543 1.9184 -0.7893 0.0 -0.2 -0.2
C 0.6635 -0.3464 -0.1135 -0.7 1.6 0.1
N 0.5759 -1.6419 -0.4892 0.6 -0.4 -0.2
C -0.5079 -2.5466 -0.6154 -0.2 -0.2 0.4
C -0.5827 -3.2966 -1.7810 -0.8 0.0 -0.5
C -1.7281 -4.0684 -2.0116 0.2 0.0 0.5
C -2.7516 -4.0965 -1.0535 -0.1 0.3 -0.1
C -2.6207 -3.3866 0.1445 0.5 -0.7 0.0
C -1.4165 -2.7399 0.4313 -0.1 0.5 -0.4
N 1.7971 -2.1335 -0.8837 1.1 0.8 0.5
C 2.6666 -1.1970 -0.5937 -1.5 -0.2 0.4
C 4.0878 -1.3269 -0.8700 1.2 -0.4 -0.2
C 5.1075 -0.5582 -0.2598 -0.7 -0.3 -0.3
C 6.4275 -0.7091 -0.6763 0.0 -0.3 -0.2
C 6.7557 -1.6511 -1.6619 -0.3 0.1 0.1
C 5.7586 -2.4683 -2.2167 0.1 0.2 0.3
C 4.4373 -2.3261 -1.8065 0.1 0.5 0.2
N 2.0229 -0.0787 -0.0342 0.3 -1.3 -0.6
C 2.5964 1.2240 -0.1055 -0.2 0.3 0.2
C 2.9501 1.8517 1.0813 0.3 0.3 -0.1
C 3.6573 3.0547 1.0172 -0.3 -0.3 0.0
C 3.9257 3.6375 -0.2241 0.2 0.0 -0.1
C 3.5001 3.0256 -1.4063 -0.2 -0.2 0.1
C 2.8199 1.8031 -1.3483 0.2 0.2 0.0
H 0.6780 3.3140 1.6384 0.0 0.1 -0.1
H 0.3546 3.2393 -0.1273 -0.2 -0.1 0.3
H -1.0082 3.3896 1.0643 0.3 0.1 -0.1
H -0.2567 -0.1853 -2.4765 -0.5 0.1 -0.1
H -2.1033 -0.0301 -4.1507 0.0 0.3 0.2
H -4.0763 1.4633 -3.6933 0.3 -0.1 0.2
H -4.2170 2.6917 -1.5359 0.3 -0.2 -0.1
H -2.4033 2.5006 0.1369 -0.2 -0.5 -0.4
H 0.2298 -3.2345 -2.5047 -0.3 0.0 0.1
H -1.8300 -4.6214 -2.9466 0.1 0.1 0.3
H -3.6768 -4.6475 -1.2415 0.3 0.2 0.0
H -3.4411 -3.3548 0.8659 0.4 -0.3 -0.2
H -1.1814 -2.3343 1.4192 -0.2 -0.1 -0.5
H 4.8459 0.1424 0.5357 0.2 -0.2 -0.4
H 7.2029 -0.0877 -0.2249 -0.2 -0.2 -0.1
H 7.7903 -1.7540 -1.9890 -0.3 0.0 0.1
H 6.0028 -3.2211 -2.9658 0.0 0.2 0.2
H 3.6412 -2.9641 -2.1956 0.3 0.3 0.0
H 2.6681 1.3785 2.0241 0.2 0.1 -0.2
H 3.9924 3.5169 1.9447 -0.1 0.0 -0.3
H 4.4888 4.5741 -0.2656 -0.2 -0.3 0.0
H 3.6946 3.4820 -2.3781 0.0 -0.1 0.3
H 2.4868 1.2811 -2.2506 0.2 0.2 0.3
O -4.5543 1.1276 5.8764 0.1 -0.1 -2.2
N -4.9097 1.1984 4.6901 -1.9 0.9 1.1
O -6.0197 1.6687 4.3435 1.9 -0.8 0.6
C -4.0680 0.7287 3.6045 0.3 -0.1 -1.0
C -4.6320 0.6059 2.3342 0.4 0.3 1.1
C -3.8582 0.1215 1.2637 1.7 0.2 -0.1
N -4.5426 -0.3572 0.0734 -0.7 -1.0 -2.4
O -5.7174 -0.0124 -0.1458 1.8 -0.3 0.8
O -3.9260 -1.1424 -0.6918 -1.0 1.9 1.7
C -2.4530 -0.0523 1.3361 -2.4 -2.3 -0.4
C -1.9299 0.0401 2.6132 1.8 -0.4 1.4
N -0.6768 -0.3866 3.0742 -1.5 0.1 -0.3
O 0.3158 -0.8271 2.5101 -0.8 0.3 0.9
O -0.7493 -0.3777 4.4677 -0.1 0.5 -0.7
N -1.9765 0.1104 4.9140 -0.5 0.3 -2.1
C -2.6744 0.3523 3.7733 0.1 -0.3 2.0
H -5.6790 0.8509 2.1684 0.2 -0.2 0.2
H -1.9445 -0.6258 0.5626 -0.6 0.6 0.5
```
Forces are in eV/Å.

Computed, not measured: 2 unconnected molecules or ions with the total composition CH4O3, with ωB97M-V/def2-TZVPD.

Frontier orbital gap = 0.4188 Ha
Energy above the lowest of the compared OMol25 structures with the same formula, charge and spin = 20.90 kcal/mol
LUMO energy = 0.65 eV
SMILES = O=CO.O

Geometry as XYZ:
```
8
Properties=species:S:1:pos:R:3:forces:R:3
O 1.6313 0.0219 0.7631 -0.5 0.8 3.4
H 0.1690 -0.1912 -0.4499 1.8 0.6 -0.8
H 2.0357 0.3985 0.0221 1.3 0.9 -1.8
H 1.7496 0.7298 1.4873 -0.5 -1.8 -1.7
O -0.3600 0.0071 -1.2607 -2.0 -0.9 2.0
C -1.4570 -0.2243 -0.4255 -0.9 -0.3 -2.3
O -1.3090 -0.2821 0.7447 -0.2 0.0 1.5
H -2.4596 -0.4598 -0.8811 1.0 0.6 -0.3
```
Forces are in eV/Å.

Computed, not measured: 2 unconnected molecules or ions with the total composition CHN3O3, with ωB97M-V/def2-TZVPD.

Frontier orbital gap (spin up / spin down) = 0.3363 / 0.2885 Ha
Energy above the lowest of the compared OMol25 structures with the same formula, charge and spin = 125.39 kcal/mol
LUMO energy (spin up / spin down) = -3.23 / -3.72 eV

Geometry as XYZ:
```
8
Properties=species:S:1:pos:R:3:forces:R:3
C 1.8295 0.2047 0.3928 -3.7 1.6 -1.3
N 2.8055 -0.2450 0.7513 2.6 -1.2 0.9
N -0.3353 0.8736 -0.3678 2.3 1.4 -0.9
N -0.8945 -0.0275 0.5705 -0.9 -1.7 0.4
O -0.9581 0.3621 1.6940 0.1 0.2 -0.1
O -1.2782 -1.0849 0.1079 -0.2 -0.3 0.1
O -0.4138 0.4302 -1.5804 -0.3 -0.3 0.5
H -0.7551 -0.5132 -1.5683 0.1 0.3 0.4
```
Forces are in eV/Å.

Computed, not measured: a molecular structure, C19H13Cl5FeN5, with ωB97M-V/def2-TZVPD.

Frontier orbital gap (spin up / spin down) = 0.2867 / 0.2867 Ha
Net charge = +1
LUMO energy (spin up / spin down) = -3.56 / -3.57 eV

Geometry as XYZ:
```
43
Properties=species:S:1:pos:R:3:forces:R:3
Fe -0.1524 -0.5203 0.4884 0.6 -0.5 0.0
C 1.6666 -3.4948 -0.2076 0.0 0.0 0.0
C 0.6506 -2.7433 0.5937 0.0 0.1 0.0
C 1.0351 -2.0388 1.7469 0.2 0.0 0.0
C 0.0827 -1.4265 2.5619 -0.1 0.1 0.0
C -1.2723 -1.4458 2.2139 0.2 0.4 0.4
C -1.6382 -2.0253 1.0058 -0.2 -0.3 -0.6
C -0.6857 -2.6928 0.1989 -0.4 0.1 0.3
H 1.3238 -3.6689 -1.2264 0.0 0.0 0.0
H 1.8320 -4.4692 0.2563 0.0 0.0 0.0
H 2.6245 -2.9761 -0.2243 0.0 0.0 0.0
H 2.0815 -1.9955 2.0202 0.0 0.0 0.0
H 0.4055 -0.8989 3.4498 0.0 0.0 0.0
H -2.0100 -0.9596 2.8337 0.0 0.0 0.0
H -2.6676 -1.9672 0.6803 0.0 -0.1 0.0
H -1.0037 -3.1544 -0.7219 0.0 0.0 0.0
N 2.8504 0.1541 -2.4489 0.0 0.0 0.0
C 1.9425 -0.7192 -2.0182 0.0 -0.1 0.1
N 1.3911 -0.2545 -0.9105 -0.3 0.5 -0.1
C 2.0232 0.9453 -0.7336 0.0 -0.1 0.0
N 2.9174 1.2293 -1.6424 0.0 0.0 0.0
C 1.6711 1.7496 0.4232 0.1 0.1 -0.1
C 2.3063 2.9328 0.7742 0.0 0.0 0.0
N 1.9756 3.5945 1.8729 0.0 0.0 0.0
C 1.0191 3.0616 2.6240 0.0 0.0 0.0
C 0.3745 1.8831 2.2792 0.1 0.0 0.0
N 0.6908 1.2267 1.1618 -0.4 0.0 0.3
H 3.4373 0.0990 -3.2667 0.0 0.0 0.0
H 1.7230 -1.6465 -2.5137 0.0 0.0 0.0
H 3.0938 3.3351 0.1497 0.0 0.0 0.0
H 0.7459 3.5851 3.5311 0.0 0.0 0.0
H -0.4035 1.4679 2.8986 0.0 0.0 0.0
Cl -2.6682 1.6201 1.6002 0.2 -0.1 0.3
C -2.4815 1.3516 -0.1048 -0.1 0.1 -0.3
C -1.5971 0.3876 -0.5920 0.2 -0.1 -0.2
C -1.7511 0.1335 -1.9607 0.0 0.0 0.0
Cl -0.9730 -1.2518 -2.7029 0.0 0.0 0.0
C -2.5722 0.8695 -2.8152 0.1 -0.1 0.0
Cl -2.6506 0.5257 -4.4959 0.0 0.0 0.0
C -3.3414 1.8995 -2.2911 0.0 0.1 0.0
Cl -4.3306 2.8528 -3.3152 0.0 0.0 0.0
C -3.3230 2.1159 -0.9187 0.0 0.1 0.0
Cl -4.3423 3.3288 -0.2539 0.0 0.0 0.0
```
Forces are in eV/Å.

Computed, not measured: 2 unconnected molecules or ions with the total composition C5H6N2O3, with ωB97M-V/def2-TZVPD.

Frontier orbital gap (spin up / spin down) = 0.2649 / 0.2648 Ha
Energy above the lowest of the compared OMol25 structures with the same formula, charge and spin = 90.80 kcal/mol
LUMO energy (spin up / spin down) = -1.93 / -1.93 eV

Geometry as XYZ:
```
16
Properties=species:S:1:pos:R:3:forces:R:3
O 2.7707 0.5770 -0.1576 -0.4 -0.6 1.0
C 1.6244 0.1937 0.0607 0.5 1.0 -2.1
C 1.3748 -1.3018 0.2155 0.4 -0.3 0.1
C -0.0628 -1.7729 0.0387 0.0 -0.5 0.4
N -0.7421 -1.0867 -1.0237 -1.1 0.5 -0.5
C -0.9296 0.0231 -1.3816 1.5 -0.4 1.1
O 0.6059 0.9886 -0.0674 -1.3 -0.3 -0.6
C -1.6188 0.8313 -2.3174 0.3 0.5 0.1
N -2.1547 1.4706 -3.1153 0.3 -0.5 0.6
H 2.0240 -1.8262 -0.5000 -0.1 0.3 0.2
H 1.7087 -1.6066 1.2159 -0.1 0.0 -0.2
H -0.1080 -2.8418 -0.2028 0.1 0.3 0.2
H -0.6498 -1.5932 0.9502 0.0 0.1 -0.3
O -1.0307 2.3494 2.0590 -0.6 -0.1 0.7
H -1.1263 3.0937 1.4581 0.1 0.0 0.0
H -1.6857 2.5016 2.7678 0.5 0.0 -0.6
```
Forces are in eV/Å.